{
  "formula": "C52H63N12O4SbSr",
  "method": "ωB97M-V/def2-TZVPD",
  "species": ["Sr", "C", "C", "C", "C", "C", "C", "N", "Sb", "C", "C", "C", "C", "C", "C", "N", "C", "C", "C", "C", "C", "C", "N", "H", "H", "H", "H", "H", "H", "H", "H", "H", "H", "H", "H", "H", "H", "H", "H", "H", "H", "O", "C", "O", "C", "C", "N", "N", "C", "C", "O", "O", "H", "H", "H", "C", "N", "C", "C", "N", "C", "C", "C", "C", "C", "C", "C", "C", "C", "N", "C", "N", "C", "C", "N", "C", "C", "C", "N", "C", "C", "H", "H", "H", "H", "H", "H", "H", "H", "H", "H", "H", "H", "H", "H", "H", "H", "H", "H", "H", "H", "H", "H", "H", "H", "H", "H", "H", "H", "H", "H", "C", "N", "C", "C", "C", "C", "C", "C", "C", "C", "H", "H", "H", "H", "H", "H", "H", "H", "H", "H", "H", "H"],
  "coordinates": [[-0.209, 0.468, 1.303], [4.785, -1.985, 1.434], [3.399, -1.698, 1.933], [2.592, -2.711, 2.437], [1.292, -2.416, 2.815], [0.868, -1.110, 2.693], [1.767, -0.124, 2.279], [3.008, -0.420, 1.902], [1.292, 1.523, 3.452], [2.778, 2.956, 3.012], [2.940, 4.094, 3.789], [4.049, 4.888, 3.543], [4.960, 4.485, 2.581], [4.776, 3.269, 1.928], [5.757, 2.738, 0.924], [3.696, 2.519, 2.158], [-0.885, 1.389, 3.422], [-1.359, 2.080, 4.555], [-2.522, 1.705, 5.180], [-3.180, 0.551, 4.752], [-2.687, -0.109, 3.651], [-3.324, -1.369, 3.124], [-1.596, 0.344, 2.990], [5.135, -2.955, 1.786], [5.471, -1.208, 1.769], [4.794, -1.984, 0.341], [2.982, -3.712, 2.547], [0.646, -3.181, 3.231], [-0.077, -0.740, 3.067], [2.203, 4.344, 4.544], [4.208, 5.804, 4.098], [5.816, 5.103, 2.341], [6.787, 2.894, 1.246], [5.603, 3.249, -0.030], [5.573, 1.677, 0.774], [-0.760, 2.888, 4.954], [-2.905, 2.266, 6.023], [-4.049, 0.178, 5.275], [-4.325, -1.153, 2.745], [-3.423, -2.107, 3.921], [-2.730, -1.779, 2.310], [2.727, 6.456, 0.572], [1.425, 6.748, 0.478], [0.994, 7.610, -0.245], [0.602, 5.942, 1.407], [-0.344, 6.422, 2.272], [-0.798, 5.364, 2.963], [-0.231, 4.216, 2.569], [0.632, 4.537, 1.632], [1.269, 3.463, 0.753], [1.956, 3.873, -0.158], [0.924, 2.221, 0.960], [3.199, 6.931, -0.125], [-0.704, 7.422, 2.451], [-1.524, 5.338, 3.656], [2.038, -0.075, -1.761], [2.009, -1.239, -2.635], [2.189, -0.936, -4.044], [1.592, -2.469, -2.208], [0.796, -2.600, -1.192], [0.788, -3.754, -0.418], [1.980, -4.430, -0.186], [2.049, -5.595, 0.585], [0.919, -6.097, 1.163], [-0.326, -5.450, 0.973], [-1.481, -6.028, 1.550], [-2.712, -5.480, 1.321], [-2.822, -4.318, 0.553], [-1.715, -3.667, 0.010], [-1.936, -2.440, -0.577], [-2.862, -2.255, -1.459], [-3.091, -3.135, -2.505], [-2.057, -4.093, -2.831], [-4.436, -3.519, -2.883], [-3.668, -1.156, -1.473], [-3.792, -0.347, -0.281], [-4.014, -0.467, -2.706], [-0.417, -4.262, 0.179], [2.061, -3.502, -3.018], [3.449, -3.508, -3.445], [1.451, -4.814, -3.080], [3.060, 0.114, -1.412], [1.362, -0.187, -0.924], [1.683, 0.802, -2.300], [1.526, -0.112, -4.317], [1.946, -1.801, -4.655], [3.218, -0.628, -4.263], [2.890, -4.016, -0.605], [3.001, -6.098, 0.714], [0.954, -6.996, 1.767], [-1.372, -6.922, 2.152], [-3.604, -5.936, 1.733], [-3.793, -3.860, 0.402], [-1.096, -3.623, -2.633], [-2.128, -4.345, -3.892], [-2.137, -5.019, -2.245], [-5.159, -2.825, -2.463], [-4.665, -4.527, -2.515], [-4.542, -3.524, -3.972], [-3.421, 0.658, -0.475], [-4.839, -0.308, 0.036], [-3.159, -0.764, 0.491], [-5.090, -0.263, -2.741], [-3.741, -1.071, -3.567], [-3.467, 0.474, -2.764], [3.930, -2.568, -3.194], [3.527, -3.670, -4.524], [3.988, -4.322, -2.945], [0.458, -4.803, -2.645], [2.045, -5.562, -2.545], [1.377, -5.121, -4.128], [-2.750, 5.283, -1.914], [-2.530, 4.351, -0.828], [-3.698, 3.536, -0.588], [-1.280, 3.585, -0.900], [-1.130, 2.483, -1.950], [-1.032, 2.885, -3.289], [-0.951, 1.956, -4.315], [-0.926, 0.606, -3.990], [-0.949, 0.212, -2.656], [-1.057, 1.117, -1.583], [-3.553, 5.970, -1.633], [-3.033, 4.794, -2.859], [-1.844, 5.868, -2.078], [-4.528, 4.178, -0.278], [-3.470, 2.822, 0.204], [-4.015, 2.976, -1.481], [-1.165, 3.085, 0.063], [-0.478, 4.317, -1.035], [-0.993, 3.945, -3.532], [-0.894, 2.282, -5.348], [-0.870, -0.140, -4.781], [-0.877, -0.848, -2.414]],
  "lowdin_charge": [1.405, -0.020, -0.303, -0.007, -0.007, -0.287, -0.629, 0.136, 1.646, -0.469, -0.116, -0.060, -0.025, -0.314, -0.023, 0.104, -0.498, -0.154, -0.043, -0.012, -0.290, -0.012, -0.186, 0.078, 0.079, 0.080, 0.113, 0.128, 0.032, 0.096, 0.108, 0.114, 0.076, 0.087, 0.068, 0.080, 0.114, 0.121, 0.090, 0.091, 0.059, 0.117, -0.487, 0.114, -0.061, -0.002, 0.021, 0.101, -0.169, -0.603, 0.102, -0.411, 0.133, 0.137, 0.152, -0.035, -0.130, -0.055, -0.362, 0.165, -0.234, -0.080, -0.101, -0.061, -0.173, -0.067, -0.091, -0.046, -0.243, 0.145, -0.402, -0.142, -0.054, -0.062, -0.124, -0.057, -0.049, -0.042, -0.159, -0.072, -0.054, 0.094, 0.036, 0.091, 0.071, 0.088, 0.091, 0.111, 0.105, 0.104, 0.103, 0.101, 0.112, 0.063, 0.096, 0.097, 0.082, 0.089, 0.088, 0.047, 0.094, 0.041, 0.091, 0.087, 0.072, 0.083, 0.091, 0.086, 0.064, 0.087, 0.095, -0.118, -0.255, -0.111, -0.183, -0.251, -0.071, -0.113, -0.153, -0.214, -0.104, 0.077, 0.076, 0.085, 0.079, 0.070, 0.082, 0.076, 0.115, 0.095, 0.090, 0.094, 0.065],
  "charge": 0,
  "homo_ev": -5.99,
  "de_lowest_kj_mol": 399.5,
  "lumo_energy_ev": -0.544
}

=====

{
  "formula": "C52H64BrF4O3OsPSSe",
  "method": "ωB97M-V/def2-TZVPD",
  "species": ["Os", "C", "C", "C", "C", "C", "C", "C", "Se", "C", "C", "C", "C", "C", "C", "O", "C", "C", "C", "C", "C", "C", "C", "C", "C", "O", "C", "C", "C", "C", "C", "C", "H", "H", "H", "H", "H", "H", "H", "H", "H", "H", "H", "H", "H", "H", "H", "H", "H", "H", "H", "H", "H", "H", "H", "H", "H", "H", "H", "H", "H", "H", "H", "H", "H", "H", "H", "H", "H", "H", "H", "H", "F", "C", "C", "F", "C", "F", "C", "P", "C", "C", "C", "C", "C", "C", "C", "C", "C", "C", "C", "C", "C", "Br", "C", "F", "H", "H", "H", "H", "H", "H", "H", "H", "H", "H", "C", "C", "C", "S", "O", "C", "C", "C", "H", "H", "H", "H", "H", "H", "H", "H", "H", "H", "H", "H", "H", "H"],
  "coordinates": [[-0.324, 0.532, 0.701], [-1.342, -6.413, -1.582], [-2.445, -5.476, -2.070], [-2.395, -5.419, -3.605], [-3.804, -6.038, -1.623], [-2.291, -4.067, -1.510], [-1.280, -3.715, -0.629], [-1.207, -2.414, -0.176], [0.137, -1.869, 1.060], [1.705, -1.805, -0.016], [2.449, -2.955, -0.216], [3.639, -2.872, -0.923], [4.009, -1.611, -1.397], [3.277, -0.437, -1.225], [2.100, -0.562, -0.477], [1.299, 0.558, -0.229], [3.714, 0.872, -1.889], [5.065, 0.756, -2.606], [3.846, 1.990, -0.848], [2.662, 1.236, -2.946], [4.538, -4.075, -1.183], [4.765, -4.226, -2.694], [3.923, -5.369, -0.652], [5.884, -3.843, -0.480], [-2.119, -1.422, -0.521], [-1.978, -0.150, -0.045], [-3.161, -1.754, -1.418], [-3.195, -3.066, -1.870], [-4.248, -0.759, -1.838], [-5.104, -1.302, -2.989], [-3.653, 0.572, -2.325], [-5.176, -0.559, -0.630], [-1.489, -7.399, -2.022], [-1.360, -6.535, -0.497], [-0.350, -6.066, -1.884], [-2.511, -6.425, -4.010], [-1.439, -5.021, -3.951], [-3.194, -4.803, -4.019], [-3.913, -7.061, -1.986], [-4.635, -5.455, -2.021], [-3.883, -6.054, -0.535], [-0.542, -4.442, -0.321], [2.095, -3.897, 0.180], [4.930, -1.547, -1.952], [5.880, 0.518, -1.919], [5.294, 1.718, -3.064], [5.049, 0.016, -3.407], [4.522, 1.697, -0.042], [2.877, 2.256, -0.427], [4.255, 2.885, -1.320], [2.608, 0.461, -3.713], [2.939, 2.172, -3.434], [1.670, 1.363, -2.508], [3.819, -4.352, -3.224], [5.381, -5.105, -2.887], [5.282, -3.365, -3.119], [2.962, -5.585, -1.125], [3.785, -5.342, 0.431], [4.589, -6.203, -0.872], [6.389, -2.953, -0.860], [6.543, -4.696, -0.649], [5.750, -3.726, 0.596], [-3.979, -3.339, -2.561], [-4.501, -1.539, -3.868], [-5.823, -0.536, -3.280], [-5.675, -2.184, -2.702], [-3.014, 0.404, -3.195], [-3.076, 1.084, -1.558], [-4.465, 1.233, -2.633], [-5.730, -1.478, -0.429], [-5.896, 0.237, -0.828], [-4.620, -0.307, 0.270], [-5.079, 6.657, -0.432], [-4.065, 5.838, -0.250], [-2.783, 6.221, -0.595], [-2.557, 7.421, -1.098], [-1.728, 5.347, -0.390], [-0.516, 5.819, -0.674], [-1.899, 4.064, 0.136], [-0.429, 2.956, 0.231], [0.618, 3.736, 1.497], [1.810, 3.096, 1.850], [2.617, 3.614, 2.852], [2.231, 4.762, 3.531], [1.042, 5.394, 3.196], [0.240, 4.888, 2.183], [0.304, 3.210, -1.403], [1.417, 4.009, -1.634], [1.810, 4.274, -2.936], [1.099, 3.741, -4.002], [0.002, 2.921, -3.773], [-0.394, 2.650, -2.473], [-3.200, 3.727, 0.515], [-3.607, 2.094, 1.328], [-4.264, 4.590, 0.319], [-5.493, 4.247, 0.676], [2.127, 2.198, 1.329], [3.552, 3.125, 3.095], [2.861, 5.169, 4.311], [0.741, 6.294, 3.716], [-0.685, 5.394, 1.948], [1.951, 4.458, -0.805], [2.666, 4.910, -3.118], [1.403, 3.962, -5.017], [-0.547, 2.500, -4.604], [-1.265, 2.025, -2.295], [-1.481, 3.245, 6.332], [-2.508, 2.554, 5.441], [-1.998, 1.220, 4.901], [-0.535, 1.498, 3.860], [-0.681, 0.450, 2.682], [0.781, 0.744, 4.848], [0.848, -0.783, 4.878], [-0.032, -1.469, 5.918], [-1.909, 4.130, 6.798], [-0.603, 3.570, 5.764], [-1.144, 2.585, 7.135], [-2.807, 3.207, 4.623], [-3.410, 2.335, 6.014], [-2.702, 0.676, 4.270], [-1.698, 0.582, 5.729], [0.632, 1.183, 5.839], [1.692, 1.175, 4.438], [1.895, -1.027, 5.067], [0.623, -1.173, 3.885], [0.125, -1.049, 6.912], [0.211, -2.529, 5.969], [-1.092, -1.400, 5.676]],
  "lowdin_charge": [1.323, -0.059, -0.553, -0.032, -0.031, -0.136, -0.029, -0.376, 1.255, -0.383, -0.033, -0.136, 0.058, -0.063, -0.274, -0.324, -0.503, -0.048, -0.032, -0.025, -0.554, -0.033, -0.057, -0.031, -0.307, -0.345, -0.063, 0.052, -0.519, -0.054, -0.043, -0.039, 0.095, 0.091, 0.085, 0.094, 0.094, 0.081, 0.094, 0.083, 0.094, 0.104, 0.103, 0.102, 0.097, 0.095, 0.092, 0.103, 0.027, 0.098, 0.109, 0.078, 0.058, 0.095, 0.094, 0.081, 0.086, 0.089, 0.095, 0.083, 0.095, 0.093, 0.102, 0.099, 0.096, 0.089, 0.097, 0.030, 0.096, 0.097, 0.096, 0.027, 0.181, -0.120, -0.124, 0.169, -0.215, 0.123, -0.283, 1.027, -0.370, -0.136, -0.063, -0.048, -0.045, -0.066, -0.381, -0.095, -0.066, -0.062, -0.053, -0.097, -0.563, 0.957, -0.256, 0.105, 0.074, 0.119, 0.119, 0.120, 0.107, 0.119, 0.125, 0.123, 0.119, 0.087, -0.097, -0.276, -0.309, 1.059, -0.748, -0.301, -0.259, -0.082, 0.088, 0.062, 0.085, 0.101, 0.127, 0.100, 0.081, 0.104, 0.084, 0.125, 0.057, 0.090, 0.087, 0.068],
  "charge": 2,
  "homo_ev": -13.24,
  "lumo_energy_ev": -6.945
}

=====

{
  "formula": "C52H64N4O16",
  "method": "ωB97M-V/def2-TZVPD",
  "species": ["C", "C", "N", "C", "C", "N", "C", "C", "H", "H", "H", "H", "H", "H", "H", "H", "H", "H", "H", "C", "C", "C", "O", "H", "H", "H", "H", "H", "H", "H", "C", "C", "C", "C", "C", "C", "O", "O", "H", "H", "H", "H", "H", "H", "C", "C", "C", "C", "C", "C", "O", "O", "H", "H", "H", "H", "H", "H", "C", "C", "C", "C", "C", "C", "O", "O", "H", "H", "H", "H", "H", "H", "C", "C", "C", "C", "C", "C", "O", "O", "H", "H", "H", "H", "H", "H", "C", "C", "C", "C", "C", "C", "O", "O", "H", "H", "H", "H", "H", "H", "C", "C", "C", "C", "C", "C", "O", "O", "H", "H", "H", "H", "H", "H", "C", "C", "C", "C", "C", "C", "O", "O", "H", "H", "H", "H", "H", "H", "C", "O", "N", "N", "H", "H", "H", "H"],
  "coordinates": [[1.969, -4.213, 1.638], [3.448, -4.122, 1.893], [4.064, -2.881, 1.384], [3.592, -1.602, 1.440], [4.571, -0.713, 0.858], [5.690, -1.486, 0.552], [5.303, -2.779, 0.831], [7.032, -1.188, -0.129], [1.656, -4.518, 0.639], [1.333, -3.366, 1.894], [1.565, -4.998, 2.278], [3.904, -5.025, 1.486], [3.349, -4.052, 2.976], [2.569, -1.378, 1.704], [4.507, 0.350, 0.682], [5.971, -3.605, 0.638], [7.029, -0.100, -0.200], [6.900, -1.506, -1.164], [7.856, -1.463, 0.529], [1.198, 1.114, 0.049], [-0.098, 0.352, 0.020], [-0.689, 0.158, -1.370], [-0.083, -0.897, 0.711], [1.103, 1.986, -0.597], [1.801, 0.451, -0.571], [1.504, 1.368, 1.064], [-0.748, 1.022, 0.583], [-1.722, -0.158, -1.232], [-0.193, -0.508, -2.076], [-0.790, 1.103, -1.904], [-4.071, 1.582, -2.259], [-4.220, 0.240, -1.792], [-4.500, -0.818, -2.659], [-4.670, -0.500, -4.023], [-4.479, 0.753, -4.583], [-4.162, 1.767, -3.653], [-4.045, 3.081, -4.113], [-4.678, -2.031, -2.280], [-3.925, 2.356, -1.520], [-4.114, 0.044, -0.735], [-4.779, -1.339, -4.696], [-4.662, 0.790, -5.646], [-4.281, 2.955, -5.035], [-4.397, -2.220, -1.382], [6.119, 2.684, -1.047], [7.120, 2.104, -1.812], [6.701, 1.052, -2.644], [5.331, 0.728, -2.763], [4.399, 1.341, -1.972], [4.790, 2.271, -1.057], [3.902, 2.818, -0.161], [7.609, 0.307, -3.376], [6.304, 3.470, -0.330], [8.148, 2.432, -1.781], [5.056, 0.005, -3.516], [3.353, 1.074, -2.010], [3.939, 3.770, -0.277], [7.540, 0.320, -4.334], [-1.756, -5.263, -1.565], [-2.630, -6.315, -1.293], [-2.888, -6.574, 0.094], [-2.347, -5.785, 1.051], [-1.565, -4.698, 0.692], [-1.149, -4.463, -0.600], [-0.299, -3.429, -0.977], [-3.653, -7.702, 0.424], [-1.614, -5.072, -2.619], [-2.791, -7.150, -1.958], [-2.552, -5.858, 2.109], [-1.240, -4.082, 1.517], [-0.357, -2.650, -0.419], [-3.495, -7.847, 1.360], [-4.634, -1.654, 2.937], [-5.683, -2.534, 2.747], [-5.691, -3.396, 1.650], [-4.591, -3.398, 0.758], [-3.661, -2.395, 0.858], [-3.658, -1.521, 1.969], [-2.631, -0.602, 2.155], [-6.781, -4.187, 1.382], [-4.577, -0.975, 3.776], [-6.483, -2.693, 3.455], [-4.708, -3.959, -0.158], [-2.823, -2.373, 0.177], [-1.924, -0.722, 1.516], [-6.714, -4.362, 0.441], [-2.176, 4.199, 1.999], [-3.198, 5.144, 2.088], [-2.907, 6.260, 2.852], [-1.708, 6.534, 3.369], [-0.663, 5.634, 3.184], [-0.908, 4.426, 2.507], [0.174, 3.641, 2.192], [-3.979, 7.105, 3.014], [-2.245, 3.314, 1.384], [-4.101, 4.996, 1.514], [-1.388, 7.489, 3.757], [0.322, 5.934, 3.511], [-0.143, 2.829, 1.790], [-4.143, 7.244, 3.950], [-1.111, 5.858, -0.915], [0.224, 5.955, -0.446], [1.224, 5.219, -1.028], [0.781, 4.250, -1.951], [-0.514, 4.205, -2.417], [-1.481, 5.016, -1.944], [-2.769, 4.883, -2.300], [2.519, 5.317, -0.576], [-1.823, 6.523, -0.449], [0.508, 6.715, 0.267], [1.486, 3.716, -2.570], [-0.813, 3.361, -3.021], [-2.818, 4.238, -3.009], [2.781, 6.189, -0.272], [1.799, -2.325, 4.705], [2.959, -1.994, 5.427], [3.358, -0.745, 5.444], [2.596, 0.217, 4.826], [1.468, -0.020, 4.098], [1.016, -1.343, 4.115], [-0.095, -1.672, 3.323], [4.386, -0.325, 6.187], [1.490, -3.359, 4.711], [3.535, -2.729, 5.969], [2.723, 1.288, 4.874], [0.867, 0.749, 3.636], [-0.109, -1.311, 2.433], [4.531, 0.556, 5.834], [-1.751, -1.612, -6.064], [-2.524, -2.403, -6.623], [-1.783, -0.324, -6.276], [-0.895, -1.869, -5.151], [-1.065, 0.268, -5.883], [-2.346, -0.026, -7.060], [-0.378, -1.101, -4.750], [-0.943, -2.839, -4.875]],
  "lowdin_charge": [-0.083, -0.142, -0.018, 0.033, 0.040, -0.060, -0.028, 0.057, 0.078, 0.062, 0.092, 0.134, 0.113, 0.114, 0.109, 0.153, 0.074, 0.099, 0.103, -0.072, -0.584, -0.047, -0.306, 0.058, 0.065, 0.076, 0.101, 0.053, 0.070, 0.056, 0.010, -0.011, -0.373, -0.010, -0.029, -0.296, -0.003, 0.097, 0.111, 0.105, 0.116, 0.112, 0.093, 0.066, -0.017, -0.008, -0.335, -0.013, -0.031, -0.349, 0.027, 0.009, 0.120, 0.119, 0.120, 0.112, 0.076, 0.107, -0.021, 0.004, -0.310, -0.050, -0.050, -0.315, 0.012, 0.024, 0.108, 0.113, 0.124, 0.120, 0.040, 0.090, -0.011, -0.011, -0.304, -0.036, -0.050, -0.278, 0.026, 0.041, 0.120, 0.116, 0.116, 0.107, 0.033, 0.096, -0.014, 0.012, -0.366, -0.039, -0.011, -0.317, 0.037, 0.022, 0.113, 0.126, 0.121, 0.112, 0.064, 0.102, 0.012, -0.013, -0.308, -0.024, -0.041, -0.354, 0.069, 0.023, 0.117, 0.116, 0.113, 0.115, 0.057, 0.110, -0.020, -0.034, -0.406, -0.033, -0.006, -0.289, -0.012, 0.070, 0.113, 0.125, 0.121, 0.123, 0.008, 0.100, -0.795, 0.005, 0.154, 0.182, 0.107, 0.119, 0.110, 0.129],
  "charge": 0,
  "homo_ev": -7.32,
  "lumo_energy_ev": -0.169
}